Record 1
Molecular formula: C30H29BrNO8PS
Method: DFT, ωB97M-V/def2-TZVPD

```
71
Properties=species:S:1:pos:R:3:forces:R:3
C 5.333813 -2.956213 1.148630 -0.9 0.6 0.5
C 5.120925 -2.416046 -0.382826 1.9 -0.1 -0.2
C 5.868865 -0.957557 -0.493209 1.2 2.5 -0.4
C 7.512274 -1.024164 -0.798966 -1.2 3.7 0.4
C 8.449638 0.333766 -0.942440 -4.9 0.2 1.0
C 7.657894 1.773083 -0.773143 -2.3 -3.4 0.5
Br 8.625004 3.560227 -0.885985 -1.1 -2.4 0.1
C 6.048528 1.835352 -0.471918 0.6 -2.9 0.2
C 5.060254 0.495344 -0.305286 5.2 -0.7 -1.0
N 3.564467 0.585871 -0.044377 1.8 2.1 -0.3
C 3.215859 1.524304 1.080614 -1.1 2.4 3.1
C 3.915161 3.041268 1.176388 -1.9 -1.3 2.6
C 3.618664 4.103335 2.390390 -1.6 -4.3 -0.6
C 2.571688 3.613977 3.560012 0.8 -2.3 -3.4
C 1.851060 2.150103 3.439201 2.2 1.5 -1.6
C 2.132973 1.048499 2.209328 2.1 5.0 -0.5
P 1.146943 -0.550758 2.326862 -0.2 0.1 1.2
C 1.526401 -1.894165 1.080576 -0.6 -1.9 -1.0
C 2.042975 -3.236262 1.936293 0.2 -0.1 -0.8
C -0.771965 -0.243635 2.193592 -1.0 1.0 -1.7
C -1.154300 1.349704 2.052278 0.6 0.9 0.3
S 5.125859 3.492524 -0.232212 -0.2 -2.4 1.4
H 4.944747 -4.067510 1.250771 1.0 2.3 -0.2
H 6.454487 -2.820915 1.515561 -2.4 -0.5 -1.0
H 4.666250 -2.284841 1.868151 1.5 -1.4 -1.5
H 4.021168 -2.442167 -0.778408 2.1 0.4 1.1
H 5.738060 -3.154518 -1.088551 -1.3 1.7 1.4
H 8.045728 -2.086916 -0.894684 -1.4 2.6 0.2
H 9.608579 0.311109 -1.125967 -2.7 0.0 0.4
H 3.138301 1.003504 -0.926004 0.7 -0.7 1.3
H 4.174577 5.140188 2.379556 -1.3 -2.4 0.1
H 2.363310 4.358928 4.466542 0.4 -2.0 -2.2
H 1.095597 1.864055 4.318411 1.9 0.6 -2.2
H 2.235151 -1.654983 0.188826 -1.2 -0.2 1.9
H 0.495966 -2.248764 0.591320 2.1 1.0 1.0
H 1.118498 -3.900631 2.291436 2.1 1.7 -0.6
H 2.760601 -2.936022 2.817186 -1.7 -0.7 -1.7
H 2.663071 -3.877086 1.180435 -1.2 1.0 1.5
H -1.353464 -0.728269 3.102917 1.4 1.0 -2.0
H -1.092988 -0.751538 1.164778 0.5 0.9 2.3
H -0.937164 1.876018 3.101697 -0.8 -1.1 -2.3
H -2.258787 1.554209 1.697337 2.2 -0.7 1.0
H -0.460445 1.934574 1.278055 -1.3 -1.6 1.6
C -6.198711 2.683036 2.081263 0.3 -0.3 0.0
C -7.073448 3.490059 1.477714 -0.7 1.1 1.4
C -7.305312 3.419095 0.008416 -0.4 0.2 -1.0
O -8.129320 4.160668 -0.515124 0.5 -0.4 0.7
C -6.518167 2.447944 -0.767385 -0.3 0.3 0.0
C -5.640981 1.643414 -0.164128 0.7 -1.0 -1.4
C -5.429482 1.695601 1.308515 0.4 -0.2 1.0
O -4.629564 0.930648 1.836850 -0.5 0.4 -0.7
O -4.895935 0.730297 -0.887537 -0.7 1.0 1.6
O -7.798186 4.422473 2.197074 0.6 -1.0 -1.6
H -6.021926 2.722363 3.148746 0.0 0.0 -0.1
H -6.683572 2.419120 -1.836753 0.0 0.0 0.1
H -4.336900 0.267314 -0.226003 -0.1 0.1 -0.3
H -8.361514 4.881200 1.536386 0.2 -0.2 0.3
C -4.293660 -1.235532 -3.734084 0.3 0.0 0.3
C -4.887848 -1.732864 -4.820510 -1.0 1.4 -0.7
C -4.707503 -3.156757 -5.217551 -0.1 -0.9 -0.6
O -5.281465 -3.590049 -6.210444 0.3 0.6 0.7
C -3.828621 -3.997141 -4.389348 -0.2 0.1 -0.3
C -3.231780 -3.498692 -3.304925 1.0 -1.5 0.7
C -3.434256 -2.082610 -2.892796 0.0 1.0 0.4
O -2.886814 -1.658168 -1.880712 -0.2 -0.6 -0.5
O -2.402373 -4.282167 -2.523614 -0.9 1.6 -0.5
O -5.694935 -0.942068 -5.617613 0.9 -1.7 0.6
H -4.417847 -0.203041 -3.432655 0.0 -0.1 0.0
H -3.692061 -5.025278 -4.699223 0.0 0.1 0.0
H -2.094468 -3.694493 -1.799505 -0.1 -0.2 -0.3
H -6.007572 -1.531356 -6.338221 0.1 0.2 0.3
```
Positions in Å, forces in eV/Å.

Output
* frontier orbital gap: 5.667 eV
* HOMO energy: -7.50 eV
* energy: -5130.0849 hartree
* lowest unoccupied orbital energy: -1.8300 eV
* total charge: 0



Record 2
Molecular formula: C30H29CdIN3P
Method: DFT, ωB97M-V/def2-TZVPD

```
65
Properties=species:S:1:pos:R:3:forces:R:3
C 2.505623 -0.830685 -3.336155 0.1 0.1 0.0
C 1.398363 -0.206010 -4.195181 0.1 -0.4 -0.3
H 3.453762 -0.286752 -3.442424 -0.2 -0.2 0.0
H 2.665626 -1.863685 -3.651640 0.1 0.1 0.0
H 2.261561 -0.916179 -2.266304 0.1 -0.1 -0.5
H 1.179247 0.850616 -3.977455 0.0 -0.1 0.0
H 1.721600 -0.251909 -5.243805 -0.2 0.2 0.2
H 0.465048 -0.782727 -4.125446 0.2 0.2 0.1
C 3.365554 2.086459 1.105258 0.3 0.2 0.5
C 3.792443 2.903718 2.145909 0.0 -0.6 -0.4
C 3.164205 4.140276 2.314939 -0.8 0.4 -0.5
C 2.101906 4.476596 1.479378 0.6 0.0 0.5
H 3.836214 1.109467 0.931954 -0.2 0.8 0.1
H 4.599045 2.551619 2.783342 -0.1 0.2 -0.1
H 3.493585 4.831789 3.085981 -0.1 -0.1 -0.1
H 1.586455 5.431198 1.548032 0.3 -0.2 0.3
N 2.335936 2.395685 0.305962 0.0 -0.2 -0.3
C 1.666857 3.565753 0.498893 -1.1 0.3 -0.8
C 0.480642 3.824418 -0.346269 1.5 -0.1 1.2
N 0.138138 2.853266 -1.240470 0.0 -1.3 -1.1
C -0.939445 2.990058 -2.043259 -0.5 1.3 0.5
C -1.422666 5.124618 -1.065231 1.0 0.8 1.3
C -1.769319 4.103536 -1.953510 0.2 -1.7 -0.9
H -1.121445 2.183907 -2.753081 -0.1 0.2 0.2
H -2.654746 4.150826 -2.580734 0.2 0.1 0.1
C -0.287812 4.995721 -0.263592 -0.8 0.2 -0.7
H 0.037119 5.780110 0.420194 -0.4 -0.1 -0.3
H -2.023596 6.027001 -1.000942 0.1 -0.1 0.0
Cd 1.435160 1.036213 -1.380244 -0.3 0.2 1.7
I 3.125355 -1.262973 0.484373 3.3 -0.7 1.3
N 1.199483 -0.879961 -0.328286 -3.7 0.4 -1.4
P -0.148606 -1.501772 0.318077 1.1 1.1 -1.0
C -0.620694 -0.726576 1.882980 0.0 0.1 0.5
C -0.549694 -1.483228 3.066099 -0.3 0.4 -0.1
C -0.933625 -0.923563 4.281600 0.1 0.2 -0.1
C -1.338296 0.411935 4.345908 0.2 -0.1 -0.2
C -1.298913 1.201668 3.189278 0.0 -0.1 -0.2
C -0.943414 0.644110 1.956974 0.0 -0.3 0.4
C -1.561040 -1.408794 -0.822415 -0.6 0.1 -0.1
C -2.268360 -0.210375 -1.055921 0.0 -0.4 -0.2
C -3.349622 -0.183264 -1.943862 0.2 0.1 0.1
C -3.755264 -1.350912 -2.594926 0.1 0.0 -0.1
C -3.038609 -2.534320 -2.390058 -0.1 0.3 -0.1
C -1.954328 -2.565668 -1.519688 0.0 0.2 0.0
C -0.031479 -3.248488 0.676741 -0.3 -0.6 0.3
C -1.177022 -3.878807 1.201142 0.5 -0.7 0.1
C -1.110367 -5.231121 1.544064 0.0 0.2 -0.2
C 0.078812 -5.950443 1.357639 0.1 -0.1 0.1
C 1.209155 -5.323900 0.836054 -0.4 0.0 0.0
C 1.144959 -3.975564 0.482948 0.0 -0.2 0.0
H -0.210432 -2.516195 3.044423 -0.1 0.3 0.0
H -0.887178 -1.547023 5.173339 -0.1 0.2 -0.1
H -1.643374 0.844976 5.301931 0.1 -0.1 -0.3
H -1.532994 2.268993 3.233325 0.0 -0.4 0.0
H -0.912122 1.282427 1.069182 0.1 -0.2 0.3
H -1.979348 0.714664 -0.558922 -0.1 -0.3 -0.1
H -3.846958 0.777580 -2.129088 0.1 -0.5 0.1
H -4.608981 -1.341943 -3.283564 0.4 0.0 0.3
H -3.313133 -3.443586 -2.919589 0.0 0.2 0.1
H -1.426062 -3.505860 -1.365227 -0.1 0.3 -0.1
H -2.109875 -3.329295 1.344986 0.3 -0.1 0.0
H -1.997711 -5.720770 1.948920 0.3 0.1 -0.1
H 0.135091 -7.012714 1.625211 -0.1 0.5 -0.1
H 2.146697 -5.867266 0.699974 -0.4 0.1 0.0
H 2.042890 -3.496876 0.092278 -0.5 -0.2 0.0
```
Positions in Å, forces in eV/Å.

Output
* frontier orbital gap (spin up / spin down): 4.687 / 4.798 eV
* HOMO energy (spin up / spin down): -4.79 / -4.98 eV
* energy: -2131.5399 hartree
* lowest unoccupied orbital energy (spin up / spin down): -0.1022 / -0.1854 eV
* total charge: 0



Record 3
Molecular formula: C30H29FeI2N7O
Method: DFT, ωB97M-V/def2-TZVPD

```
70
Properties=species:S:1:pos:R:3:forces:R:3
Fe 0.254371 0.250078 0.443213 -0.2 0.1 0.6
I -6.072387 3.269723 3.344009 0.1 -0.1 -0.1
C -4.583851 2.354804 2.194669 -0.1 0.1 0.1
C -4.246935 2.881091 0.957577 0.1 0.0 0.0
C -3.244897 2.275072 0.214597 0.1 0.0 -0.2
I -2.668515 3.133341 -1.605271 -0.1 0.0 0.1
C -2.565547 1.125487 0.653668 0.1 0.2 -0.1
O -1.623194 0.535901 -0.053514 0.0 0.0 -0.4
C -2.920021 0.637675 1.923109 -0.1 0.0 0.1
C -2.146648 -0.528543 2.454367 0.0 0.1 -0.1
N -0.724025 -0.162844 2.633740 -0.2 0.0 0.0
C -0.537120 0.928034 3.581435 0.1 0.1 0.0
C -0.098181 2.213226 2.911083 0.0 -0.1 0.0
C 0.026052 3.385876 3.642891 0.0 0.1 0.1
C 0.323076 4.563894 2.982988 0.0 0.0 0.0
C 0.458035 4.547970 1.600857 0.0 0.1 0.0
C 0.351148 3.337723 0.951498 -0.2 -0.1 0.1
N 0.115520 2.184674 1.598462 0.3 0.0 -0.4
C -3.913986 1.245310 2.679507 0.0 -0.1 0.0
H -4.752546 3.760433 0.579345 0.1 0.0 0.0
H -2.595664 -0.857888 3.394009 0.0 -0.1 0.1
H -2.174907 -1.361476 1.749072 0.0 0.0 0.0
H -0.220388 -0.973146 2.954271 0.0 -0.1 0.1
H -1.473749 1.144363 4.098322 0.0 0.0 0.1
H 0.188432 0.653565 4.349512 0.1 0.0 0.0
H -0.123608 3.370154 4.716438 0.0 0.0 -0.1
H 0.423586 5.490356 3.534986 0.0 0.0 0.0
H 0.646570 5.453099 1.037971 0.0 -0.1 0.0
H 0.440164 3.274382 -0.125453 0.0 0.0 0.0
H -4.170536 0.841473 3.654238 0.0 0.0 -0.1
C 1.473277 -1.336444 -2.017239 -0.1 0.1 0.0
N 0.271946 -1.457825 -1.193001 0.1 -0.1 -0.2
C 0.175463 -2.779597 -0.595071 -0.1 0.0 0.2
C 0.953400 -2.747299 0.683857 -0.1 0.0 0.1
N 1.256205 -1.625716 1.270187 0.4 0.4 0.2
C 1.912595 -1.973497 2.455518 0.1 -0.1 -0.2
C 2.459259 -1.169146 3.454617 -0.1 0.0 -0.1
C 3.015131 -1.802803 4.549947 0.0 0.0 0.0
C 3.052455 -3.203643 4.639692 0.1 0.0 0.0
C 2.555598 -4.010449 3.634575 0.0 -0.1 -0.1
C 1.983279 -3.365415 2.543394 -0.1 0.0 0.0
N 1.363717 -3.828718 1.386577 0.1 -0.2 0.1
C 1.999427 0.050187 -1.955926 0.2 0.1 -0.2
N 2.028992 0.757156 -0.857556 -0.4 0.3 0.3
C 2.709728 1.938805 -1.188369 0.0 -0.2 0.1
C 3.113782 3.011027 -0.395475 0.1 0.0 0.1
C 3.814995 4.031883 -1.005407 0.0 0.0 0.0
C 4.123662 3.996672 -2.374299 0.0 0.0 0.0
C 3.759896 2.925334 -3.164212 0.0 0.0 -0.1
C 3.060644 1.899875 -2.538181 -0.1 -0.1 0.0
N 2.589816 0.674425 -2.993071 0.2 0.1 -0.1
H 1.321709 -1.643563 -3.052828 -0.1 0.0 -0.1
H 2.241718 -1.984575 -1.589740 0.0 0.0 0.0
H -0.557085 -1.219139 -1.722411 -0.1 0.0 0.0
H 0.558511 -3.571849 -1.243071 0.0 -0.1 -0.1
H -0.870041 -3.005167 -0.384366 0.0 0.0 0.1
H 2.453923 -0.089341 3.347534 0.0 -0.1 0.1
H 3.436596 -1.212587 5.353768 0.0 0.0 0.0
H 3.490417 -3.663316 5.518525 0.0 0.0 -0.1
H 2.618854 -5.090594 3.696270 0.0 0.1 0.0
H 1.255810 -4.789737 1.112371 0.0 0.0 0.0
H 2.909941 3.025698 0.666472 0.0 0.0 0.0
H 4.141029 4.880398 -0.416332 0.0 -0.1 0.0
H 4.678601 4.814704 -2.812616 0.0 0.0 0.0
H 4.019299 2.881293 -4.216063 0.0 0.0 0.1
H 2.655052 0.321434 -3.931543 0.0 0.0 0.0
C -0.786016 0.769052 -3.504047 0.0 0.0 -0.1
H -0.088796 1.445180 -3.018083 -0.2 -0.1 -0.1
H -1.583481 0.335224 -2.909489 0.1 0.1 -0.1
H -0.842637 0.752486 -4.588516 0.0 0.0 0.2
```
Positions in Å, forces in eV/Å.

Output
* frontier orbital gap (spin up / spin down): 7.632 / 7.085 eV
* relative energy (zero: lowest compared OMol25 entry of this formula, charge and spin): 0.0 kcal per mole
* HOMO energy (spin up / spin down): -9.67 / -9.75 eV
* energy: -3478.1090 hartree
* lowest unoccupied orbital energy (spin up / spin down): -2.0403 / -2.6602 eV
* total charge: +1
* spin multiplicity: 6